The following is a DFT calculation (the ωB97M-V functional and the def2-TZVPD basis) of a molecular structure, C5H16NSi in a non-equilibrium geometry.

The total energy comes out at -543.97648 Ha. Its multiplicity is 1. Its charge is +1.

```
23
C5H16NSi the ωB97M-V functional and the def2-TZVPD basis
C 1.138 -2.295 -0.193
C -0.414 0.990 -1.691
C -2.069 0.291 -0.125
C 1.632 -0.984 0.240
C 0.063 0.101 0.696
N -0.699 0.136 -0.570
Si 0.586 1.565 1.691
H 0.648 -2.111 -1.102
H 0.683 -2.777 0.614
H 2.031 -2.825 -0.428
H -0.940 0.736 -2.644
H -0.499 2.108 -1.489
H 0.693 0.909 -1.811
H -2.854 0.320 -0.835
H -2.498 -0.325 0.658
H -2.245 1.292 0.296
H 1.873 -0.411 -0.659
H 2.322 -0.863 1.114
H -0.508 -0.581 1.344
H -0.754 -0.863 -0.905
H 1.060 0.924 2.823
H -0.646 2.087 2.110
H 1.394 2.574 0.866
```

The following is a DFT calculation (the ωB97M-V functional and the def2-TZVPD basis) of 3 unconnected molecules or ions with the total composition C5H16O3 in a non-equilibrium geometry.

The total energy comes out at -425.73287 Ha. Its multiplicity is 1. Its charge is 0.

```
24
C5H16O3 the ωB97M-V functional and the def2-TZVPD basis
C -1.108 -2.515 -2.344
C 0.055 -1.940 -3.131
O 0.353 -0.669 -2.755
H -2.058 -2.099 -2.679
H -1.000 -2.322 -1.277
H -1.197 -3.556 -2.656
H -0.230 -1.893 -4.183
H 0.941 -2.566 -3.026
H -0.133 -0.121 -3.377
C 0.054 -1.306 2.669
C 1.411 -0.528 2.529
O 1.139 0.215 1.448
H -0.011 -2.060 1.884
H -0.823 -0.682 2.843
H 0.093 -1.879 3.595
H 2.212 -1.237 2.319
H 1.754 0.140 3.319
H 0.666 -0.285 0.779
C -0.646 4.343 0.595
O 0.717 4.191 0.783
H -0.729 5.055 -0.227
H -1.323 3.559 0.256
H -1.044 4.833 1.484
H 0.905 3.325 1.151
```

The following is a DFT calculation (the ωB97M-V functional and the def2-TZVPD basis) of 3 unconnected molecules or ions with the total composition C5H16O3 in a non-equilibrium geometry.

The total energy comes out at -425.70384 Ha. Its multiplicity is 1. Its charge is 0.

```
24
C5H16O3 the ωB97M-V functional and the def2-TZVPD basis
C 1.368 0.590 -1.275
C 0.552 1.862 -0.958
C -0.753 1.361 0.021
C -0.615 1.856 1.478
C 0.122 0.579 2.217
O -0.837 -0.104 2.950
H 2.451 0.736 -1.073
H 1.384 0.279 -2.367
H 0.895 -0.377 -0.765
H 0.113 2.294 -2.016
H 1.112 2.592 -0.438
H -0.984 0.267 0.066
H -1.617 1.759 -0.550
H -1.633 2.052 1.932
H -0.059 2.813 1.581
H 1.075 0.571 2.800
H 0.309 -0.130 1.538
H -1.255 0.584 3.497
O 0.880 -4.008 -2.565
H 1.438 -4.762 -2.376
H 0.467 -3.858 -1.808
O -1.216 -2.676 -0.593
H -1.128 -1.801 -1.227
H -2.067 -2.480 -0.069
```

For reference, energy above the lowest of the compared OMol25 structures with the same formula, charge and spin by record: 3.064 2.118 2.908 eV.